1.
Density functional theory data (ωB97M-V/def2-TZVPD) for a molecular structure, H3N2P in a non-equilibrium geometry.

Each line ends with the natural charge from an NBO analysis.
Cartesian coordinates (Å):
H -0.757 -0.456 1.497  -0.06
P 0.556 -0.834 1.017  0.66
N -0.423 -0.240 -0.913  -0.54
N 0.511 0.558 -0.118  -0.77
H -1.342 0.202 -0.835  0.33
H 1.454 0.771 -0.649  0.38

## Properties
- E_HOMO (alpha / beta) (eV) = -8.806 / -8.886
- max |F| (eV/Å) = 4.6
- LUMO (alpha / beta) (Ha) = -0.0304 / -0.0326
- energy relative to the best compared isomer or geometry (same formula, charge and spin) (kJ/mol) = 358.3

=====

2.
Density functional theory data (ωB97M-V/def2-TZVPD) for 12 unconnected molecules or ions with the total composition C72H156N6O24S6 in a non-equilibrium geometry.

Each line ends with the Löwdin charge.
Cartesian coordinates (Å):
H -0.548 3.130 -7.426  0.09
H -5.367 0.039 3.063  0.08
H -5.258 -3.098 -1.078  0.05
C 7.282 -4.207 -4.728  -0.13
H 1.085 1.840 -1.013  0.05
C -0.199 5.167 -5.459  -0.47
H 0.353 -1.519 5.224  0.09
H -4.089 -3.512 7.076  0.09
H 5.111 0.155 -8.643  0.06
H -0.975 4.424 -0.686  0.06
H -1.567 -7.162 3.853  0.06
H -0.651 5.754 -1.762  0.08
H -3.401 0.569 4.803  0.07
H 8.058 -4.923 -4.316  0.14
H 3.058 4.837 1.929  0.12
O -1.183 -3.775 4.879  -0.26
C 3.076 5.678 -0.851  -0.53
C 4.589 -0.130 -7.772  -0.11
H 2.762 -2.440 5.532  0.12
C 0.600 2.932 6.407  -0.12
N -6.377 -0.801 5.612  -0.12
H 0.738 -3.177 1.503  0.05
C -0.406 0.690 -2.670  -0.02
C 0.097 5.001 -6.967  -0.15
C -4.417 -2.507 6.971  -0.15
H 8.866 -1.470 -3.097  0.10
C 6.928 -1.771 -4.911  -0.02
H 2.547 1.082 5.164  0.08
H -0.792 -3.574 -1.783  0.09
H -1.593 4.434 3.501  0.13
H 1.197 -1.505 1.196  0.07
C -2.706 4.459 -6.107  -0.52
C -2.910 3.025 -5.675  -0.04
H 1.250 3.276 5.606  0.07
H -4.347 -2.979 4.795  0.13
S 4.625 1.241 -6.672  0.51
C 3.305 5.584 -2.393  0.01
C 0.997 -2.476 0.703  -0.02
H 4.583 -2.293 2.098  0.11
H -2.328 -0.186 1.586  0.11
H -5.526 0.007 8.286  0.07
O -3.030 3.234 0.167  -0.31
C -0.779 4.105 -7.786  -0.19
C 5.216 -3.884 -2.547  -0.49
C 3.152 4.321 -0.171  -0.13
C 4.090 6.576 -0.351  -0.07
N 0.170 -1.374 -1.242  -0.10
H -3.613 -3.635 0.888  0.06
H 2.601 3.707 -0.938  0.11
H -0.040 7.314 -4.920  0.08
H 4.213 4.060 -0.140  0.13
H -2.396 5.271 -8.036  0.13
H -3.861 0.405 6.516  0.08
C 2.203 -0.858 4.316  -0.49
H -2.022 2.419 -5.833  0.09
H -0.026 3.695 -3.938  0.06
C 5.068 -4.266 -1.096  -0.04
O -5.431 3.545 0.322  -0.26
H 5.875 -1.367 2.786  0.12
H 3.943 6.851 0.688  0.09
C -4.267 4.227 -1.887  -0.11
H 3.445 -0.575 0.374  0.08
C 0.322 -10.422 0.959  -0.11
C -0.221 6.615 0.717  -0.05
C 0.983 0.854 -0.640  -0.02
H -4.776 1.358 5.392  0.08
H 6.668 -0.809 -4.451  0.09
H -4.636 5.012 -7.004  0.10
H -5.035 1.384 -3.840  0.07
H -2.423 0.118 -0.804  0.11
H -0.025 5.956 -7.515  0.13
H -3.905 6.261 -6.005  0.09
C -4.529 0.416 -3.883  -0.10
C -8.208 -1.695 6.917  -0.05
C 5.918 -4.861 -4.717  -0.19
H 5.033 0.746 4.270  0.08
H -8.879 -0.844 6.944  0.08
H -6.541 -0.489 -3.578  0.12
H 5.988 -5.808 -5.223  0.11
H 5.039 -1.007 -7.315  0.06
H 0.578 3.599 0.587  0.10
C -1.469 0.398 -0.342  -0.13
H 6.098 -1.882 -5.592  0.06
C 7.362 -2.893 -3.948  -0.46
H 7.658 -3.936 -5.716  0.12
H -3.403 3.862 -2.452  0.05
H 0.098 7.003 1.676  0.09
H 0.325 1.902 6.234  0.06
H 3.174 -3.776 -2.641  0.09
H -4.532 -4.586 -1.616  0.04
O 5.943 1.643 -6.327  -0.27
H -7.227 4.482 2.199  0.07
H -1.134 1.541 -2.678  0.09
O 0.875 -8.041 1.328  -0.26
H 1.129 3.078 7.333  0.07
H -0.489 -11.078 1.190  0.06
H 5.106 6.120 -0.418  0.11
H -2.382 -2.096 0.123  0.08
H 4.109 7.541 -0.819  0.09
C 4.082 0.015 1.040  -0.02
H 5.108 -0.223 0.688  0.10
N 6.513 -2.947 -2.653  -0.14
C 4.760 0.934 3.224  -0.06
O 3.702 2.208 -7.137  -0.28
O -2.729 -4.512 3.301  -0.27
H 1.142 -10.487 1.675  0.08
H 1.428 -6.871 -0.367  0.13
H 0.234 -4.426 -0.782  0.06
C -1.065 3.547 3.877  -0.25
C 4.468 -2.144 4.300  -0.15
C -1.350 -6.346 4.569  -0.11
H -4.473 4.555 1.940  0.12
C -4.238 0.411 5.491  -0.02
C -0.225 -2.394 -0.242  -0.42
C -5.951 -2.530 7.326  -0.12
H 4.638 0.023 -2.835  0.06
H 9.404 -2.619 -4.341  0.09
H -8.524 -2.299 6.076  0.09
H 5.770 1.074 2.731  0.12
C -6.779 -1.285 6.970  -0.52
H -4.010 -1.079 3.060  0.09
H 3.002 2.122 -4.358  0.10
H -6.041 -2.560 8.442  0.13
H -0.543 4.326 -8.839  0.13
C 2.946 -2.178 4.490  -0.13
H 4.041 1.084 0.833  0.07
H 2.405 -2.913 3.895  0.12
H 0.419 4.299 -1.728  0.08
H -7.202 -0.201 8.830  0.11
C 3.780 0.635 -3.004  -0.06
C -5.026 -0.910 3.497  -0.05
C -0.599 -3.772 -0.723  -0.01
H 1.172 4.713 -7.037  0.14
H -6.961 0.797 7.482  0.09
H -1.050 2.562 1.925  0.05
H 3.571 -0.345 -8.067  0.08
O -5.114 -1.993 -4.060  -0.29
H 6.055 -5.817 -2.828  0.13
H 0.115 -6.143 0.666  0.09
H -0.314 -6.453 4.861  0.07
H -3.285 2.858 -4.679  0.05
H -6.029 -4.053 -2.401  0.08
O -1.291 -8.691 2.107  -0.27
C -4.181 -2.106 5.512  -0.15
C 5.389 -5.111 -3.358  -0.18
C -5.175 3.722 1.860  -0.15
C -3.370 -5.255 2.262  -0.22
H 4.846 -3.166 4.485  0.12
H -4.565 2.865 2.148  0.10
H -0.655 1.528 3.243  0.06
C -1.422 -0.353 0.981  -0.16
H -1.932 -6.469 5.476  0.08
H 3.854 -2.975 -4.099  0.11
H 1.964 -2.876 0.298  0.09
H -2.605 -5.615 1.535  0.13
H 4.835 -1.493 5.062  0.08
C 2.155 -6.064 1.500  -0.06
H 0.622 -10.562 -0.081  0.08
H -4.070 5.207 -1.495  0.07
O 1.966 0.855 2.724  -0.05
S -0.380 -8.831 1.042  0.48
C -5.059 -3.711 -1.954  -0.09
C 3.993 -3.173 -3.008  -0.03
H 4.615 -3.521 -0.435  0.07
H -5.243 -0.673 -2.323  0.09
H 3.011 -6.742 1.521  0.08
H -5.243 4.185 -2.357  0.08
C -0.164 5.006 -1.106  -0.01
H 0.551 4.648 2.008  0.09
C 2.514 4.234 1.198  -0.16
H 1.720 -5.833 2.481  0.06
H 4.755 2.157 -4.297  0.12
H 4.361 -5.586 -3.352  0.15
C 2.534 0.032 5.486  -0.03
H 0.555 3.071 -5.451  0.08
C 1.028 4.490 1.049  -0.11
H 1.496 6.556 -5.282  0.12
H 4.361 5.817 -2.601  0.09
H -3.750 2.558 -6.241  0.10
H 3.426 -0.143 6.096  0.09
C 4.048 -0.162 2.549  -0.49
C -0.259 0.076 -1.250  -0.38
C -1.267 2.399 2.953  -0.06
H 2.700 6.347 -2.846  0.06
S -0.922 3.839 6.410  0.53
H -3.665 0.427 -3.258  0.05
C -4.963 -0.897 4.999  -0.45
S -4.266 3.068 -0.556  0.52
H 0.547 0.985 -3.113  0.06
H 1.768 -0.033 6.260  0.08
C -6.506 3.770 2.545  -0.06
S -1.328 -4.761 3.846  0.52
C 0.525 3.946 -4.824  -0.03
H 1.924 0.460 -1.028  0.05
H -1.439 -4.293 -0.253  0.08
C 8.742 -2.513 -3.465  -0.05
H -4.653 5.082 -5.203  0.07
O -0.708 5.195 6.117  -0.25
H -6.405 -3.444 6.863  0.13
H -3.954 -6.047 2.738  0.13
H -5.800 -1.612 3.128  0.09
H 0.014 3.745 3.926  0.10
O -1.594 3.184 5.175  -0.25
C 0.473 6.372 -4.826  -0.03
S -3.977 -2.903 -3.317  0.61
H -2.897 3.644 -8.093  0.14
H 1.565 4.212 -4.608  0.07
H -6.308 3.950 3.608  0.09
H -4.404 0.212 -4.956  0.09
O -2.018 5.176 -3.863  -0.06
O 6.506 -2.082 -1.805  -0.02
H -2.289 2.071 3.029  0.07
C -4.039 5.188 -6.087  -0.02
O -3.604 -3.829 -4.317  -0.26
O -4.601 1.772 -1.087  -0.28
H -0.541 -0.079 1.532  0.07
O -0.432 -4.839 2.728  -0.28
N -1.655 5.028 -5.264  0.01
O 1.586 7.410 -1.068  0.01
H 0.578 6.240 -3.738  0.06
H 3.777 -2.229 -2.550  0.06
H -3.876 -1.777 7.604  0.11
H 2.571 -5.142 1.081  0.06
C 0.676 5.628 0.056  -0.42
O -3.047 -2.063 -2.610  -0.30
N 1.870 6.386 -0.471  -0.17
O 3.942 0.601 -5.424  -0.27
H 6.018 -4.674 -0.690  0.10
H -1.224 6.202 0.979  0.10
H 4.413 -5.143 -1.052  0.08
H 0.356 -1.934 3.609  0.06
C -5.481 -0.655 -3.379  -0.18
H 3.118 4.636 -2.911  0.06
C -2.233 4.312 -7.517  -0.18
O -7.051 0.161 5.059  -0.05
O -1.721 3.392 7.511  -0.27
H 0.112 -0.219 4.042  0.08
C -1.464 -1.883 0.657  -0.09
H 7.828 -1.698 -5.497  0.08
H -4.918 -4.832 0.894  0.07
C 0.709 -1.129 4.265  -0.02
C -6.533 -0.115 7.915  -0.03
C -4.251 -4.263 1.538  -0.06
H 3.709 1.240 -2.072  0.08
H -4.947 -3.679 2.168  0.08
H -1.462 1.470 -0.133  0.09
C 4.785 -1.558 2.904  -0.09
N 2.707 -0.149 3.136  -0.11
C 3.883 1.498 -4.214  -0.19
H 9.236 -3.192 -2.783  0.08
H -0.839 -0.049 -3.359  0.08
C 1.052 -6.714 0.662  -0.19
H -0.502 7.478 0.116  0.08
H -3.140 -1.766 5.345  0.12
H 2.688 3.241 1.640  0.09
O -0.836 -8.457 -0.257  -0.27
H -1.516 -2.448 1.621  0.11
H 2.882 0.003 -2.979  0.07
H -8.476 -2.257 7.797  0.08
H 4.261 1.925 3.284  0.09
H -7.063 2.847 2.403  0.08
O 0.983 -1.728 -2.210  -0.03
H 5.239 -4.215 -5.251  0.10
H 1.017 0.747 0.454  0.07

## Properties
- E_HOMO (alpha / beta) (eV) = -7.284 / -8.838
- expectation value of S² = 12.026
- max |F| (eV/Å) = 6.7
- spin multiplicity = 7
- LUMO (alpha / beta) (Ha) = 0.0066 / -0.0067
- energy relative to the best compared isomer or geometry (same formula, charge and spin) (kJ/mol) = 0.0

=====

3.
Density functional theory data (ωB97M-V/def2-TZVPD) for C7H9N in the gas phase in a non-equilibrium geometry.

Each line ends with the natural charge from an NBO analysis.
Cartesian coordinates (Å):
C -0.494 -2.137 0.261  -0.24
C 1.051 0.927 -1.071  -0.31
H 1.144 -1.291 1.520  0.23
C 0.732 -1.319 0.445  -0.48
C 0.443 2.105 -0.865  -0.28
H 0.923 2.895 -1.564  0.22
H 1.330 0.447 -2.052  0.22
H -1.375 -0.275 -0.340  0.22
H 1.821 -1.707 0.031  0.24
C -1.575 -1.486 -0.196  -0.40
N -0.269 0.803 0.639  -0.52
H -2.661 -1.783 -0.014  0.21
C 0.547 0.018 -0.064  0.14
H -0.429 3.164 0.846  0.24
C -0.174 2.252 0.357  -0.13
H -0.696 -3.236 0.241  0.23
H -0.317 0.622 1.826  0.40

## Properties
- E_HOMO (eV) = -8.041
- max |F| (eV/Å) = 9.9
- SMILES = C=CCc1ccc[nH]1
- LUMO (Ha) = 0.0283
- energy relative to the best compared isomer or geometry (same formula, charge and spin) (kJ/mol) = 510.8